1.
{"formula": "C55H44ClN3O4PSiV", "method": "ωB97M-V/def2-TZVPD", "charge": -1, "lumo_ev": [2.29, 2.36], "multiplicity": 2, "e_above_lowest_ev": 0.3686, "energy_ev": -125792.6208, "s_squared": 0.810, "symbols": ["V", "Cl", "C", "C", "C", "C", "O", "C", "C", "N", "C", "C", "C", "C", "C", "C", "C", "C", "N", "C", "C", "H", "H", "H", "H", "H", "H", "H", "H", "H", "H", "O", "C", "C", "C", "C", "C", "C", "C", "P", "C", "C", "C", "C", "C", "C", "C", "C", "C", "C", "C", "C", "H", "H", "H", "H", "H", "H", "H", "H", "H", "H", "H", "H", "H", "H", "C", "C", "N", "O", "H", "H", "H", "H", "H", "O", "Si", "C", "C", "C", "C", "C", "C", "C", "C", "C", "C", "C", "C", "C", "C", "C", "C", "C", "C", "H", "H", "H", "H", "H", "H", "H", "H", "H", "H", "H", "H", "H", "H", "H"], "positions_angstrom": [[0.345, 0.186, 0.273], [3.479, -4.222, 5.088], [2.637, -3.491, 3.721], [2.789, -4.026, 2.446], [2.120, -3.445, 1.385], [1.300, -2.317, 1.545], [0.663, -1.831, 0.502], [1.166, -1.778, 2.855], [0.317, -0.661, 3.162], [-0.267, 0.081, 2.230], [-1.249, 0.978, 2.539], [-1.640, 1.409, 3.817], [-2.683, 2.327, 3.958], [-3.384, 2.830, 2.886], [-3.039, 2.400, 1.573], [-3.689, 2.820, 0.408], [-3.286, 2.361, -0.830], [-2.219, 1.476, -0.902], [-1.580, 1.031, 0.177], [-1.966, 1.482, 1.402], [1.836, -2.395, 3.923], [3.428, -4.887, 2.295], [2.218, -3.856, 0.388], [0.104, -0.471, 4.209], [-1.131, 1.044, 4.697], [-2.950, 2.652, 4.958], [-4.191, 3.540, 3.020], [-4.515, 3.520, 0.493], [-3.773, 2.680, -1.742], [-1.863, 1.117, -1.858], [1.727, -1.991, 4.924], [0.935, 0.216, -1.959], [0.012, -0.462, -1.466], [-0.814, -1.430, -2.274], [-0.606, -1.466, -3.645], [-1.372, -2.288, -4.459], [-2.359, -3.074, -3.878], [-2.562, -3.038, -2.506], [-1.796, -2.223, -1.671], [-2.103, -2.231, 0.182], [-3.935, -2.488, 0.171], [-4.596, -3.692, 0.390], [-5.987, -3.746, 0.428], [-6.738, -2.596, 0.242], [-6.091, -1.383, 0.023], [-4.706, -1.332, 0.001], [-1.472, -3.887, 0.647], [-1.562, -4.212, 2.002], [-1.002, -5.380, 2.495], [-0.322, -6.239, 1.641], [-0.211, -5.920, 0.296], [-0.780, -4.749, -0.197], [0.174, -0.832, -4.052], [-1.208, -2.311, -5.529], [-2.976, -3.718, -4.493], [-3.335, -3.662, -2.071], [-4.024, -4.602, 0.532], [-6.479, -4.695, 0.602], [-7.820, -2.639, 0.275], [-6.665, -0.475, -0.111], [-4.214, -0.374, -0.144], [-2.055, -3.528, 2.686], [-1.069, -5.601, 3.553], [0.138, -7.139, 2.029], [0.336, -6.572, -0.374], [-0.655, -4.500, -1.243], [1.507, 4.581, 0.440], [1.295, 3.158, 0.858], [1.768, 2.778, 2.051], [0.667, 2.388, 0.126], [1.225, 5.265, 1.243], [0.916, 4.783, -0.448], [2.566, 4.731, 0.213], [2.447, 3.376, 2.491], [1.866, 1.769, 2.167], [2.296, 0.257, 0.732], [3.821, 0.270, 0.219], [4.341, 2.020, -0.257], [3.795, 2.605, -1.408], [4.088, 3.919, -1.756], [4.940, 4.679, -0.961], [5.494, 4.121, 0.184], [5.194, 2.804, 0.527], [4.130, -0.782, -1.299], [5.336, -0.733, -2.009], [5.543, -1.503, -3.145], [4.532, -2.340, -3.603], [3.325, -2.397, -2.922], [3.125, -1.626, -1.780], [4.966, -0.266, 1.604], [4.489, -0.216, 2.919], [5.282, -0.603, 3.995], [6.573, -1.059, 3.774], [7.066, -1.131, 2.477], [6.268, -0.742, 1.408], [3.112, 2.030, -2.026], [3.648, 4.351, -2.647], [5.173, 5.701, -1.236], [6.163, 4.705, 0.806], [5.643, 2.374, 1.417], [6.124, -0.056, -1.691], [6.485, -1.443, -3.678], [4.686, -2.941, -4.492], [2.528, -3.041, -3.278], [2.182, -1.681, -1.255], [3.463, 0.086, 3.101], [4.879, -0.575, 5.000], [7.185, -1.380, 4.608], [8.066, -1.505, 2.296], [6.668, -0.829, 0.405]], "lowdin_spin": [0.01, 0.00, 0.00, 0.07, 0.00, 0.05, 0.03, 0.01, 0.25, 0.03, 0.07, 0.11, 0.01, 0.11, 0.00, 0.06, 0.02, 0.06, 0.02, -0.02, 0.06, 0.00, 0.00, 0.02, 0.01, 0.00, 0.01, 0.00, 0.00, 0.00, 0.00, 0.00, 0.00, 0.00, 0.00, 0.00, 0.00, 0.00, 0.00, 0.00, 0.00, 0.00, 0.00, 0.00, 0.00, 0.00, 0.00, 0.00, 0.00, 0.00, 0.00, 0.00, 0.00, 0.00, 0.00, 0.00, 0.00, 0.00, 0.00, 0.00, 0.00, 0.00, 0.00, 0.00, 0.00, 0.00, 0.00, 0.00, 0.00, 0.00, 0.00, 0.00, 0.00, 0.00, 0.00, 0.00, 0.00, 0.00, 0.00, 0.00, 0.00, 0.00, 0.00, 0.00, 0.00, 0.00, 0.00, 0.00, 0.00, 0.00, 0.00, 0.00, 0.00, 0.00, 0.00, 0.00, 0.00, 0.00, 0.00, 0.00, 0.00, 0.00, 0.00, 0.00, 0.00, 0.00, 0.00, 0.00, 0.00, 0.00]}



2.
{"formula": "C55H46BF6GeIMoN2OP3", "method": "ωB97M-V/def2-TZVPD", "charge": 1, "lumo_ev": [-3.46, -3.75], "multiplicity": 3, "e_above_lowest_ev": 0.0000, "energy_ev": -174136.1982, "s_squared": 2.036, "symbols": ["Mo", "F", "Ge", "C", "C", "C", "C", "C", "C", "P", "C", "C", "C", "C", "C", "C", "C", "C", "C", "C", "C", "C", "C", "C", "C", "C", "C", "C", "P", "C", "C", "C", "C", "C", "C", "C", "C", "C", "C", "C", "C", "C", "C", "C", "C", "C", "C", "P", "C", "C", "C", "C", "C", "C", "C", "C", "C", "C", "C", "C", "H", "H", "H", "H", "H", "H", "H", "H", "H", "H", "H", "H", "H", "H", "H", "H", "H", "H", "H", "H", "H", "H", "H", "H", "H", "H", "H", "H", "H", "H", "H", "H", "H", "H", "H", "H", "H", "H", "H", "H", "H", "H", "F", "B", "F", "F", "F", "F", "N", "C", "N", "O", "H", "H", "H", "H", "I"], "positions_angstrom": [[-0.803, -0.862, -0.380], [2.759, 3.604, 0.374], [1.696, 2.191, 0.320], [0.997, 2.500, -1.471], [0.811, 3.870, -1.680], [0.609, 4.392, -2.945], [0.648, 3.547, -4.039], [0.816, 2.186, -3.846], [0.945, 1.643, -2.568], [1.045, -0.182, -2.420], [2.794, -0.474, -2.923], [3.155, -0.275, -4.260], [4.477, -0.354, -4.658], [5.473, -0.630, -3.732], [5.133, -0.815, -2.404], [3.807, -0.731, -2.004], [0.163, -0.821, -3.898], [-1.008, -0.255, -4.400], [-1.662, -0.834, -5.478], [-1.157, -1.979, -6.074], [0.008, -2.549, -5.585], [0.657, -1.977, -4.504], [3.014, 0.811, 0.752], [4.325, 1.300, 0.733], [5.395, 0.527, 1.152], [5.172, -0.751, 1.632], [3.881, -1.253, 1.653], [2.800, -0.494, 1.196], [1.188, -1.360, 1.273], [0.735, -1.133, 3.031], [1.230, -0.004, 3.690], [0.885, 0.259, 5.006], [0.062, -0.616, 5.697], [-0.406, -1.758, 5.066], [-0.083, -2.014, 3.744], [1.701, -3.091, 1.023], [2.301, -3.397, -0.200], [2.795, -4.662, -0.448], [2.676, -5.652, 0.519], [2.082, -5.359, 1.733], [1.606, -4.080, 1.993], [0.635, 2.584, 1.921], [1.353, 3.320, 2.867], [0.784, 3.685, 4.078], [-0.527, 3.334, 4.353], [-1.253, 2.608, 3.423], [-0.678, 2.217, 2.216], [-1.680, 1.299, 1.004], [-2.295, 2.619, -0.103], [-3.148, 2.320, -1.170], [-3.651, 3.330, -1.970], [-3.319, 4.655, -1.719], [-2.493, 4.964, -0.653], [-1.987, 3.953, 0.153], [-3.147, 0.830, 1.970], [-3.010, -0.163, 2.935], [-4.092, -0.524, 3.722], [-5.316, 0.108, 3.554], [-5.455, 1.105, 2.597], [-4.374, 1.469, 1.807], [0.857, 4.552, -0.841], [0.458, 5.455, -3.075], [0.544, 3.939, -5.041], [0.833, 1.541, -4.711], [2.405, -0.054, -5.006], [4.727, -0.199, -5.699], [6.505, -0.698, -4.048], [5.896, -1.028, -1.666], [3.579, -0.880, -0.963], [-1.419, 0.638, -3.957], [-2.566, -0.377, -5.859], [-1.665, -2.423, -6.920], [0.410, -3.445, -6.037], [1.553, -2.450, -4.124], [4.509, 2.307, 0.385], [6.398, 0.932, 1.116], [5.993, -1.360, 1.985], [3.720, -2.258, 2.015], [1.904, 0.678, 3.188], [1.273, 1.145, 5.488], [-0.203, -0.416, 6.727], [-1.035, -2.461, 5.597], [-0.484, -2.900, 3.286], [2.375, -2.648, -0.975], [3.256, -4.879, -1.403], [3.046, -6.650, 0.323], [1.989, -6.122, 2.493], [1.182, -3.877, 2.962], [2.370, 3.621, 2.653], [1.361, 4.252, 4.797], [-0.989, 3.627, 5.286], [-2.277, 2.346, 3.649], [-3.420, 1.297, -1.375], [-4.310, 3.082, -2.792], [-3.715, 5.443, -2.346], [-2.240, 5.994, -0.440], [-1.354, 4.218, 0.989], [-2.061, -0.668, 3.070], [-3.977, -1.312, 4.454], [-6.160, -0.174, 4.169], [-6.405, 1.605, 2.466], [-4.496, 2.251, 1.071], [-3.045, -3.656, 0.450], [-2.284, -3.419, 1.557], [-3.011, -2.970, 2.628], [-1.382, -4.391, 1.857], [-1.365, -2.165, 1.202], [-1.307, 0.342, -1.764], [-5.017, -1.530, 0.048], [-3.928, -1.528, -0.737], [-3.986, -2.037, -1.971], [-2.894, -0.938, -0.320], [-5.791, -2.135, -0.164], [-4.856, -1.316, 1.023], [-4.724, -2.675, -2.216], [-3.099, -2.168, -2.440], [-0.750, -3.238, -1.702]], "lowdin_spin": [1.82, 0.00, 0.01, 0.00, 0.00, 0.00, 0.00, 0.00, 0.00, -0.04, -0.01, 0.00, 0.00, 0.00, 0.00, 0.00, 0.00, 0.00, 0.00, 0.00, 0.00, 0.00, 0.00, 0.00, 0.00, 0.00, 0.00, 0.00, 0.00, 0.00, 0.00, 0.00, 0.00, 0.00, 0.00, 0.01, 0.00, 0.00, 0.00, 0.00, 0.00, 0.00, 0.00, 0.00, 0.00, 0.00, 0.00, 0.00, 0.00, 0.00, 0.00, 0.00, 0.00, 0.00, 0.00, 0.00, 0.00, 0.00, 0.00, 0.00, 0.00, 0.00, 0.00, 0.00, 0.00, 0.00, 0.00, 0.00, 0.00, 0.00, 0.00, 0.00, 0.00, 0.00, 0.00, 0.00, 0.00, 0.00, 0.00, 0.00, 0.00, 0.00, 0.00, 0.00, 0.00, 0.00, 0.00, 0.00, 0.00, 0.00, 0.00, 0.00, 0.00, 0.00, 0.00, 0.00, 0.00, 0.00, 0.00, 0.00, 0.00, 0.00, 0.00, 0.00, 0.00, 0.00, 0.03, 0.09, 0.00, 0.00, 0.00, 0.02, 0.00, 0.00, 0.00, 0.00, 0.08]}